[1]
{
  "formula": "C26H19ClIrN6O4S2",
  "method": "the ωB97M-V functional and the def2-TZVPD basis",
  "charge": 1,
  "e_homo_ev": -11.538,
  "gap_ev": 7.14,
  "energy_ha": -2992.41840,
  "lumo_energy_ha": -0.1616,
  "species": ["Ir", "C", "S", "C", "S", "N", "N", "C", "C", "C", "C", "C", "C", "N", "H", "H", "H", "H", "H", "H", "H", "H", "O", "C", "O", "C", "C", "Cl", "N", "N", "C", "C", "O", "O", "C", "C", "C", "C", "C", "C", "H", "H", "H", "H", "H", "H", "N", "C", "C", "C", "C", "C", "C", "C", "H", "H", "H", "H", "H"],
  "coordinates": [[-1.9123, -0.6972, -0.1967], [-1.9394, -1.3064, 4.8116], [-3.4871, -0.5558, 4.2415], [-3.0070, -0.2719, 2.5589], [-3.1840, -1.5994, 1.4811], [-2.6157, 0.9151, 2.2078], [-2.3926, 0.9399, 0.8399], [-2.6937, 2.0256, 0.1947], [-2.8417, 1.8558, -1.2404], [-3.1066, 2.9022, -2.1206], [-3.2667, 2.6130, -3.4630], [-3.1729, 1.2935, -3.8911], [-2.9174, 0.2982, -2.9666], [-2.7450, 0.5659, -1.6720], [-2.1228, -1.6157, 5.8384], [-1.1314, -0.5787, 4.7983], [-1.6919, -2.1836, 4.2182], [-2.9673, 2.9304, 0.7195], [-3.1826, 3.9133, -1.7491], [-3.4665, 3.4059, -4.1696], [-3.3078, 1.0295, -4.9294], [-2.8588, -0.7443, -3.2491], [0.3443, -3.1772, -5.1118], [1.0348, -2.0761, -4.8965], [1.8213, -1.6345, -5.6917], [0.8021, -1.3622, -3.5995], [1.5419, -0.2670, -3.1677], [2.8136, 0.5542, -3.9180], [1.0463, 0.1399, -1.9734], [0.0025, -0.6360, -1.6206], [-0.1389, -1.5438, -2.5727], [-1.2077, -2.5745, -2.3709], [-1.3275, -3.5100, -3.1449], [-1.9515, -2.3800, -1.3418], [1.5511, 1.1034, -1.0471], [0.6526, 1.9275, -0.3894], [1.1155, 2.8271, 0.5566], [2.4724, 2.9036, 0.8370], [3.3622, 2.0697, 0.1759], [2.9084, 1.1585, -0.7658], [-0.2861, -3.3913, -4.3727], [-0.3964, 1.8645, -0.6281], [0.4164, 3.4771, 1.0664], [2.8368, 3.6138, 1.5664], [4.4191, 2.1176, 0.3966], [3.6024, 0.4916, -1.2556], [-0.4240, -1.1808, 1.0462], [0.5032, -1.2142, 1.7197], [1.6575, -1.2632, 2.5504], [2.4845, -2.3875, 2.5037], [3.6077, -2.4193, 3.3107], [3.8929, -1.3474, 4.1469], [3.0632, -0.2336, 4.1866], [1.9374, -0.1810, 3.3857], [2.2455, -3.2141, 1.8495], [4.2587, -3.2816, 3.2896], [4.7718, -1.3813, 4.7760], [3.2946, 0.5927, 4.8437], [1.2827, 0.6798, 3.3984]],
  "nbo_charge": [1.018, -0.732, 0.296, -0.098, 0.184, -0.343, -0.215, 0.060, 0.123, -0.193, -0.127, -0.216, 0.081, -0.453, 0.250, 0.216, 0.227, 0.243, 0.246, 0.247, 0.254, 0.236, -0.659, 0.777, -0.561, -0.256, 0.185, 0.147, -0.198, -0.311, 0.062, 0.771, -0.607, -0.693, 0.186, -0.247, -0.194, -0.196, -0.192, -0.215, 0.507, 0.212, 0.224, 0.231, 0.233, 0.238, -0.366, 0.476, -0.158, -0.160, -0.200, -0.151, -0.208, -0.157, 0.238, 0.238, 0.235, 0.235, 0.232]
}

---

[2]
{
  "formula": "C26H19F6N2O8RhS3",
  "method": "the ωB97M-V functional and the def2-TZVPD basis",
  "charge": -2,
  "e_homo_ev": [-0.272, -2.480],
  "gap_ev": [4.30, 6.51],
  "energy_ha": -3617.71433,
  "multiplicity": 5,
  "lumo_energy_ha": [0.1481, 0.1480],
  "species": ["Rh", "C", "C", "C", "C", "C", "C", "C", "S", "O", "O", "N", "C", "C", "O", "O", "H", "H", "H", "H", "H", "H", "H", "H", "H", "C", "C", "C", "C", "C", "C", "C", "C", "C", "C", "C", "C", "C", "C", "C", "H", "H", "H", "H", "H", "H", "H", "H", "H", "H", "F", "C", "F", "F", "S", "O", "O", "N", "S", "O", "O", "C", "F", "F", "F"],
  "coordinates": [[0.7051, -0.2061, 0.2888], [4.2407, 6.3879, 1.4083], [3.0760, 5.4645, 1.2701], [3.2500, 4.1920, 0.6933], [2.2286, 3.4723, 0.1388], [0.9049, 3.8831, 0.4419], [0.6575, 5.0459, 1.1375], [1.7202, 5.8821, 1.4670], [-0.4730, 2.7900, -0.0168], [-0.2490, 2.3674, -1.3742], [-1.6738, 3.4609, 0.4758], [-0.3590, 1.3661, 0.8318], [-0.7622, 1.3306, 2.2498], [-0.4806, -0.0529, 2.7602], [-0.5967, -0.3355, 3.9590], [-0.2223, -0.9700, 1.8137], [4.2181, 6.9295, 2.3841], [4.3044, 7.2331, 0.7204], [5.2332, 5.8952, 1.3160], [4.2312, 3.7220, 0.6244], [2.4470, 2.6299, -0.4941], [-0.3546, 5.2954, 1.4734], [1.4390, 6.8918, 1.8812], [-1.8755, 1.4768, 2.2877], [-0.3490, 2.1543, 2.7678], [-0.4810, -0.5745, -1.0821], [-1.6341, -0.9094, -1.4213], [-2.8358, -1.3656, -1.8307], [-2.9221, -2.7685, -2.1004], [-4.1250, -3.5457, -2.0854], [-4.0630, -4.9817, -2.3093], [-2.8940, -5.5861, -2.6495], [-1.7075, -4.8843, -2.5037], [-1.7135, -3.5140, -2.2238], [-3.9492, -0.4259, -1.8021], [-4.0876, 0.5173, -0.7694], [-5.1325, 1.4312, -0.8063], [-5.8846, 1.6096, -1.9618], [-5.7116, 0.7044, -3.0053], [-4.8226, -0.3468, -2.8644], [-5.0938, -3.1050, -1.7926], [-4.9658, -5.5746, -2.1777], [-2.8514, -6.6183, -3.0582], [-0.7588, -5.3992, -2.6100], [-0.7355, -3.0621, -2.1495], [-3.3309, 0.4995, 0.0270], [-5.3428, 1.9681, 0.1172], [-6.7410, 2.2926, -2.0542], [-6.3138, 0.8202, -3.9319], [-4.7989, -1.1412, -3.6181], [5.5744, -0.5956, 1.5205], [4.8076, -0.7431, 0.4043], [5.3837, -1.5564, -0.5159], [4.6342, 0.4674, -0.1671], [3.1101, -1.3683, 1.0465], [2.1998, -1.6507, -0.1325], [2.7109, -0.1061, 1.6808], [3.2265, -2.5798, 2.0116], [4.4571, -3.6273, 2.0919], [5.1760, -3.3918, 3.3375], [5.1361, -3.6729, 0.8047], [3.8703, -5.5164, 2.0609], [4.9713, -6.1141, 1.6275], [2.8343, -5.6963, 1.1774], [3.5442, -6.1946, 3.2095]],
  "nbo_charge": [1.081, -0.628, -0.060, -0.154, -0.194, -0.310, -0.200, -0.222, 2.288, -0.937, -0.987, -0.935, -0.351, 0.759, -0.679, -0.769, 0.206, 0.212, 0.214, 0.199, 0.244, 0.243, 0.199, 0.204, 0.200, -0.194, -0.213, -0.096, 0.039, -0.268, -0.225, -0.275, -0.218, -0.213, -0.039, -0.187, -0.211, -0.259, -0.209, -0.228, 0.208, 0.191, 0.189, 0.200, 0.236, 0.244, 0.206, 0.194, 0.190, 0.206, -0.323, 0.767, -0.307, -0.315, 2.160, -0.913, -0.930, -1.173, 2.181, -0.902, -0.941, 0.770, -0.314, -0.318, -0.331]
}

---

Q: Look up the charge of the second one.
A: -2